# 1
Entry from OMol25: C8H10O2 in the gas phase in a non-equilibrium geometry (ωB97M-V/def2-TZVPD).

```
! wB97M-V def2-TZVPD RIJCOSX def2/J DEFGRID3
* xyz 0 1
C 2.1814 -0.2952 -2.0870
C 1.7256 -0.7289 -0.9860
C 1.1329 -1.0663 0.1616
C 0.5437 -2.4130 0.4823
O 1.5494 -0.3275 1.2905
C 0.4713 0.4330 1.8332
C -0.5007 0.8053 1.0863
C -1.5298 1.1446 0.4550
C -1.7737 2.4548 -0.3297
O -2.5350 0.1873 0.0660
H 1.5706 0.3892 -2.7238
H 3.1702 -0.5785 -2.6201
H 0.2493 -2.3922 1.6082
H -0.3001 -2.6770 -0.1863
H 1.2952 -3.1580 0.3412
H 0.4496 0.5199 2.8631
H -1.5773 3.3178 0.3156
H -2.8263 2.4575 -0.5881
H -1.1659 2.6240 -1.2464
H -2.1304 -0.6968 0.2644
*
```

Summary:
HOMO: -0.327 hartree
DFT total energy: -461.134785 hartree
E_LUMO: 0.7 eV
Kohn-Sham gap: 9.5930 eV
SMILES string: C=C=C(C)OC=C=C(C)O

# 2
Entry from OMol25: 2 unconnected molecules or ions with the total composition C8H10O2 in a non-equilibrium geometry (ωB97M-V/def2-TZVPD).

```
! wB97M-V def2-TZVPD RIJCOSX def2/J DEFGRID3
* xyz 0 1
C 1.9553 -0.5440 -1.3591
C 0.9515 0.2906 -1.9460
C -0.3221 -0.1606 -2.1479
C -0.6729 -1.2261 -1.1991
C 0.2409 -2.0112 -0.6204
C 1.5623 -1.6892 -0.6742
H 2.9237 -0.1837 -1.2715
H 1.4447 1.0131 -2.4047
H -1.3509 0.4074 -2.4323
H -1.7699 -1.3124 -0.6925
H -0.4071 -2.8577 -0.1376
H 2.0843 -2.5480 -0.1480
C -0.8958 1.8204 2.6591
C -1.0763 0.9367 1.4321
O -2.0274 0.3295 1.0701
O 0.2185 0.9011 0.8734
H -1.9429 2.3507 2.8931
H -0.7394 1.2336 3.7342
H -0.0725 2.7044 2.5775
H -0.1040 0.5455 -0.2060
*
```

Summary:
HOMO: -0.346 hartree
DFT total energy: -461.178551 hartree
E_LUMO: 0.8 eV
Kohn-Sham gap: 10.2440 eV
SMILES string: c1ccccc1.CC(=O)O

# 3
Entry from OMol25: C8H10O2S in the gas phase in a non-equilibrium geometry (ωB97M-V/def2-TZVPD).

```
! wB97M-V def2-TZVPD RIJCOSX def2/J DEFGRID3
* xyz 0 1
C -1.4006 1.5299 0.9514
C -2.5359 0.6206 0.8226
C 2.7493 -1.2786 0.9269
C 1.8469 -1.9731 0.1746
C -0.2267 0.9480 -1.1333
C 0.9539 0.0449 -1.1046
C -0.4208 1.8059 0.0616
C 0.6201 -1.2656 -0.3135
O -0.4612 -1.7206 -0.1289
O -4.1009 -1.0288 -0.0406
S -2.8994 -0.2946 -0.4417
H -1.4539 2.1730 1.8458
H -3.2762 0.6150 1.6285
H 3.6340 -1.7462 1.3103
H 2.6457 -0.2209 1.1636
H 2.1118 -3.0263 -0.1174
H -0.0872 1.6800 -1.9792
H -1.0785 0.2992 -1.2300
H 1.3254 -0.3587 -2.1299
H 1.8566 0.5054 -0.5330
H 0.1978 2.6917 0.2666
*
```

Summary:
HOMO: -0.305 hartree
DFT total energy: -859.374110 hartree
E_LUMO: -0.3 eV
Kohn-Sham gap: 8.0256 eV

# 4
Entry from OMol25: a molecular structure, C8H10OS in a non-equilibrium geometry (ωB97M-V/def2-TZVPD).

```
! wB97M-V def2-TZVPD RIJCOSX def2/J DEFGRID3
* xyz 0 1
C -1.4985 -0.0907 1.5162
C -0.9407 -1.2313 1.8762
C 0.5828 -0.8841 -2.6866
C -0.3470 -0.2684 -1.9701
C 0.4762 1.5941 0.7204
C 1.2660 0.5979 -0.1046
C -0.8531 0.8052 0.4147
C -0.0532 0.1851 -0.6492
O 1.5841 -1.5578 1.4775
S 0.2735 -2.0509 0.8724
H -2.3491 0.4523 1.9797
H -1.4394 -1.8447 2.7512
H 0.3091 -1.2744 -3.6330
H 1.4721 -0.9499 -2.1965
H -1.4021 -0.2157 -2.3914
H 0.6627 1.7404 1.6780
H 0.2454 2.5411 0.3090
H 2.0948 1.1310 -0.6839
H 1.7177 -0.1707 0.6568
H -1.8015 1.4917 0.0632
*
```

Summary:
HOMO (spin up / spin down): -0.299 / -0.278 hartree
DFT total energy: -784.051017 hartree
E_LUMO (spin up / spin down): -0.5 / -0.8 eV
Kohn-Sham gap (spin up / spin down): 7.6439 / 6.7806 eV

The records above give, respectively, energy above the lowest of the compared OMol25 structures with the same formula, charge and spin values of 534.97, 420.07, 335.24, 450.33 kJ/mol.